(1)
The following is a quantum chemistry calculation of an isolated ion of composition C5H13N2 and charge +1 at a distorted geometry, from the OMol25 dataset.

The calculation puts the LUMO energy at -4.791 eV. The calculation puts the gap between HOMO and LUMO at 0.3674 Ha. As for the electronic energy: -307.5417 Ha. Its SMILES is CCCCNC=[NH2+]. As for the molecular weight: 101.2 u. The HOMO energy is -14.788 eV. For the energy above the lowest of the compared OMol25 structures with the same formula, charge and spin, the calculation gives 50.1 kcal per mole. The total charge is +1.

Cartesian coordinates (Å):
C1 3.301 0.353 0.301
C2 1.810 0.008 0.513
C3 0.877 1.138 0.120
C4 -0.412 0.672 -0.521
N1 -1.050 -0.245 0.438
C5 -2.241 -0.844 0.263
N2 -2.696 -1.064 -0.953
H1 4.021 -0.465 0.533
H2 3.667 1.096 1.031
H3 3.544 0.642 -0.724
H4 1.839 -0.475 1.492
H5 1.566 -0.810 -0.157
H6 0.531 1.789 0.940
H7 1.385 1.753 -0.623
H8 -0.170 0.138 -1.455
H9 -1.127 1.484 -0.708
H10 -0.491 -0.744 1.123
H11 -2.873 -0.897 1.154
H12 -2.332 -0.613 -1.780
H13 -3.195 -1.928 -1.128

***

(2)
The following is a quantum chemistry calculation of C35H42FeN4O3 as an isolated structure, from the OMol25 dataset.

The calculation puts the LUMO energy at -0.060 eV. The calculation puts the gap between HOMO and LUMO at 0.2520 Ha. As for the electronic energy: -3067.4488 Ha. As for the molecular weight: 622.6 u. The HOMO energy is -6.917 eV. For the energy above the lowest of the compared OMol25 structures with the same formula, charge and spin, the calculation gives 0.0 kcal per mole. The total charge is 0.

Cartesian coordinates (Å):
Fe1 1.412 -0.130 1.103
O1 1.016 -2.097 0.992
C1 1.001 -2.966 1.941
C2 0.610 -4.303 1.648
C3 0.601 -5.282 2.605
C4 0.976 -5.011 3.932
C5 1.344 -3.731 4.251
C6 1.365 -2.695 3.296
C7 1.714 -1.382 3.767
N1 1.744 -0.315 3.061
C8 2.028 0.958 3.734
C9 1.560 2.087 2.808
N2 2.060 1.691 1.503
C10 3.146 2.236 1.092
C11 4.080 1.647 0.173
C12 5.111 2.455 -0.345
C13 6.135 1.934 -1.092
C14 6.167 0.541 -1.298
C15 5.202 -0.280 -0.782
C16 4.096 0.231 -0.038
O2 3.187 -0.575 0.367
H1 0.321 -4.520 0.626
H2 0.300 -6.286 2.331
H3 0.969 -5.792 4.679
H4 1.633 -3.489 5.269
H5 1.929 -1.308 4.839
H6 1.544 1.005 4.713
H7 3.108 1.059 3.875
H8 0.470 2.139 2.789
H9 1.960 3.051 3.138
H10 3.449 3.187 1.545
H11 5.080 3.520 -0.137
H12 6.912 2.569 -1.493
H13 6.980 0.108 -1.869
H14 5.233 -1.352 -0.933
C17 -0.722 -0.117 -5.493
C18 -0.944 1.171 -4.685
C19 -0.248 2.345 -5.385
C20 -2.443 1.460 -4.624
C21 -0.341 0.968 -3.301
C22 1.026 0.766 -3.148
C23 1.552 0.499 -1.901
N3 0.812 0.448 -0.795
C24 -0.500 0.667 -0.919
C25 -1.103 0.920 -2.144
C26 -1.280 0.544 0.335
C27 -2.648 0.789 0.398
C28 -3.352 0.573 1.572
C29 -2.616 0.099 2.656
C30 -1.257 -0.091 2.533
N4 -0.581 0.145 1.406
C31 -4.848 0.831 1.705
C32 -5.478 1.257 0.379
C33 -5.543 -0.449 2.187
C34 -5.059 1.950 2.735
H15 -1.157 -0.013 -6.489
H16 -1.188 -0.970 -4.998
H17 0.341 -0.334 -5.608
H18 -0.677 2.490 -6.378
H19 0.821 2.170 -5.507
H20 -0.377 3.269 -4.818
H21 -2.819 1.632 -5.634
H22 -2.658 2.352 -4.032
H23 -3.000 0.620 -4.205
H24 1.696 0.779 -3.997
H25 2.605 0.297 -1.786
H26 -2.172 1.045 -2.193
H27 -3.156 1.144 -0.483
H28 -3.087 -0.122 3.604
H29 -0.672 -0.451 3.367
H30 -5.345 0.496 -0.392
H31 -5.061 2.198 0.015
H32 -6.549 1.405 0.520
H33 -5.374 -1.271 1.490
H34 -6.619 -0.278 2.261
H35 -5.188 -0.759 3.170
H36 -4.574 2.873 2.412
H37 -4.653 1.676 3.709
H38 -6.126 2.148 2.857
C35 1.182 -2.745 -2.392
O3 0.111 -2.350 -1.562
H39 1.241 -3.835 -2.498
H40 2.142 -2.382 -2.008
H41 1.026 -2.319 -3.386
H42 0.418 -2.443 -0.634

***

(3)
The following is a quantum chemistry calculation of C5H13NO2 as an isolated structure at a distorted geometry, from the OMol25 dataset.

The calculation puts the LUMO energy at 0.772 eV. The calculation puts the gap between HOMO and LUMO at 0.3302 Ha. As for the electronic energy: -403.4351 Ha. As for the molecular weight: 119.2 u. The HOMO energy is -8.213 eV. For the energy above the lowest of the compared OMol25 structures with the same formula, charge and spin, the calculation gives 88.8 kcal per mole. The total charge is 0.

Cartesian coordinates (Å):
C1 -0.352 0.364 0.381
C2 -0.354 -0.230 -0.926
C3 1.476 0.243 -1.063
C4 -0.426 1.867 0.491
C5 0.212 -0.336 1.594
N1 -0.415 -1.624 -1.132
O1 -2.217 -0.006 0.476
O2 2.242 -0.821 -0.620
H1 -2.435 -0.890 0.804
H2 1.786 -1.636 -0.905
H3 -0.836 0.351 -1.706
H4 -0.462 -2.163 -0.276
H5 -1.217 -1.871 -1.700
H6 1.518 0.366 -2.150
H7 1.845 1.166 -0.620
H8 -0.632 2.349 -0.467
H9 -0.430 -0.115 2.447
H10 -1.259 2.102 1.157
H11 0.494 2.287 0.904
H12 0.243 -1.420 1.486
H13 1.220 0.019 1.827

***

Q: Look up the gap between HOMO and LUMO of the first one.
A: 0.3674 Ha

***

Q: Among the records above, which one has the lowest gap between HOMO and LUMO?
A: C35H42FeN4O3

***

Q: Which of these has the highest molecular weight?
A: C35H42FeN4O3

***

Q: Number 2 is which compound?
A: C35H42FeN4O3